(1)
{"formula": "C11H15Cl2NO2", "method": "ωB97M-V/def2-TZVPD", "symbols": ["O", "C", "C", "N", "H", "C", "C", "C", "O", "C", "C", "C", "C", "C", "C", "Cl", "H", "H", "Cl", "H", "H", "H", "H", "H", "H", "H", "H", "H", "H", "H", "H"], "xyz": [[-6.32084, -0.24507, -1.75495], [-5.16099, 0.46757, -1.25945], [-4.82181, 0.06850, 0.13659], [-4.00013, 0.76482, 0.88602], [-4.40790, 1.55531, 0.87538], [-2.76262, 0.77808, 0.43404], [-1.86494, 1.35034, 1.59518], [-0.34847, 1.50891, 0.83060], [0.02175, 0.16947, 0.67141], [1.35540, -0.16530, 0.30570], [2.23498, 1.03329, 0.06857], [3.43625, 0.53194, -0.51180], [3.86830, -1.07900, -0.72878], [2.89754, -1.76433, -0.31871], [1.62093, -1.48710, -0.02700], [0.35020, -2.68659, 0.54540], [3.12324, -3.06042, -0.45735], [4.78312, -1.24056, -0.89193], [4.83508, 1.75178, -0.79161], [2.07002, 1.93042, 0.31594], [0.26521, 1.96742, 1.61292], [-0.36112, 2.13331, 0.16117], [-1.85637, 1.00634, 2.40048], [-2.14379, 2.55222, 1.82083], [-2.38096, 0.01479, -0.06630], [-2.54961, 1.46910, -0.56257], [-5.90258, -0.26119, 0.73207], [-4.52179, -0.86963, 0.07150], [-4.49948, 0.39393, -1.78245], [-5.62311, 1.47592, -1.14267], [-6.12412, -1.06834, -1.90823]], "forces_ev_per_angstrom": [[-1.025, 7.011, 1.418], [-15.565, 2.877, 10.504], [-8.250, -3.608, -0.326], [0.436, -4.155, 2.819], [-2.580, 8.009, 1.132], [5.053, 6.765, 0.242], [2.029, 9.760, -15.777], [-2.077, -6.064, 11.642], [2.134, -1.431, -1.176], [-2.705, 3.355, -0.736], [3.772, -12.213, -3.347], [1.586, -0.537, 0.507], [-4.717, 10.977, 1.215], [-0.791, -10.928, -0.744], [-3.676, 1.991, 3.054], [1.689, 1.070, -1.006], [-0.737, 3.739, 0.712], [6.827, -1.459, -1.560], [-1.766, -1.468, 0.202], [-1.372, 6.663, 1.716], [0.287, -0.083, 0.137], [-0.385, 5.673, -8.222], [0.337, -6.386, 12.168], [0.325, -3.052, -0.848], [1.281, -4.721, -0.815], [-0.656, -0.295, 2.010], [2.441, 1.620, -1.532], [2.011, -4.716, -0.388], [13.336, -1.038, -10.944], [0.994, -0.132, -0.722], [1.765, -7.225, -1.334]], "smiles": "OCCNCCCOc1cc(Cl)ccc1Cl", "de_lowest_kj_mol": 1216.5, "e_tot_ha": -1553.2905}



(2)
{"formula": "C11H15IN3O12P2Ti", "method": "ωB97M-V/def2-TZVPD", "symbols": ["Ti", "O", "C", "C", "C", "N", "C", "C", "C", "O", "O", "C", "O", "O", "H", "H", "H", "N", "C", "C", "P", "O", "O", "O", "P", "O", "O", "O", "H", "H", "H", "H", "H", "H", "H", "H", "N", "C", "O", "C", "I", "H", "H", "H", "H"], "xyz": [[0.47728, 0.66894, 0.56153], [-3.46892, 3.54934, -3.17097], [-2.48862, 2.98884, -2.40617], [-2.33232, 3.33794, -1.04517], [-1.31722, 2.74084, -0.33897], [-0.43832, 1.87474, -0.85147], [-0.61182, 1.49784, -2.16607], [-1.63552, 2.05584, -2.95167], [0.28378, 0.45554, -2.57997], [0.11218, -0.37766, -3.48057], [1.38698, 0.41244, -1.77917], [-1.07042, 2.97294, 1.13303], [-1.78242, 3.70214, 1.80743], [-0.06622, 2.29534, 1.54873], [-3.96432, 4.16904, -2.62237], [-2.98832, 4.03744, -0.54587], [-1.74582, 1.75194, -3.97977], [2.06988, -2.14246, -1.52167], [1.18958, -2.71916, -0.50597], [1.20208, -4.23666, -0.50987], [-0.56562, -2.09506, -0.52857], [-1.09162, -2.36746, -2.01887], [-1.35072, -2.84436, 0.47273], [-0.58902, -0.57166, -0.32227], [1.84568, -2.05866, 1.09293], [0.77778, -2.45496, 2.20893], [3.17478, -2.58886, 1.42403], [1.81298, -0.53076, 0.85723], [2.02778, -2.67886, -2.38547], [3.02068, -2.16716, -1.15187], [1.83178, -0.48566, -1.87877], [0.99158, -4.62106, -1.51067], [0.44088, -4.61106, 0.16783], [2.17408, -4.60286, -0.17507], [-0.70842, -1.76006, -2.68037], [-0.14272, -2.40766, 1.89343], [-1.04072, 1.16694, 4.07253], [-0.03302, 0.66044, 3.28963], [-0.37482, -0.00556, 2.25943], [1.29478, 0.83064, 3.69463], [2.83698, 2.26434, 0.60663], [-1.94182, 1.21584, 3.61693], [-0.82592, 1.93684, 4.68313], [2.07498, 0.29834, 3.17293], [1.54838, 1.44324, 4.54403]], "forces_ev_per_angstrom": [[1.146, 1.156, 3.928], [0.565, -0.410, 0.222], [-0.543, 1.035, 1.430], [-0.155, -0.335, -1.288], [0.482, 0.030, 0.157], [-1.591, 0.530, -2.829], [-1.961, 2.548, 1.557], [1.368, -1.071, -0.035], [2.893, -2.904, -0.751], [-0.188, 1.766, 1.055], [-1.582, 0.773, -1.286], [-0.061, 0.287, 0.914], [-0.016, 0.004, -0.634], [-0.683, 0.895, -0.760], [-0.010, -0.024, -0.060], [0.010, 0.014, 0.108], [0.016, -0.099, -0.116], [0.255, 0.333, -0.457], [-0.579, 0.594, 0.714], [-0.083, -0.194, 0.143], [-0.357, -1.450, -0.442], [0.073, 0.019, 0.197], [0.046, -0.037, -0.197], [-0.517, -0.505, -0.871], [-0.004, -0.864, 1.341], [0.754, -0.193, -0.562], [0.159, -0.138, -0.403], [0.631, -1.010, -0.228], [0.081, -0.008, 0.172], [0.041, -0.145, -0.269], [-0.077, -0.499, 0.230], [-0.030, 0.019, -0.027], [-0.053, -0.123, 0.056], [0.041, 0.043, -0.061], [-0.089, -0.081, 0.064], [-0.275, 0.013, 0.129], [-1.282, -0.110, 0.034], [3.936, 1.025, 3.421], [-0.892, -1.036, -3.198], [-1.810, -0.710, -0.869], [0.098, 0.445, -0.529], [0.197, 0.236, 0.053], [0.082, -0.035, -0.180], [0.007, 0.163, 0.025], [-0.042, 0.053, 0.103]], "total_charge": -1, "e_tot_ha": -3325.7347}



(3)
{"formula": "C11H15IN3O12P2Ti", "method": "ωB97M-V/def2-TZVPD", "symbols": ["Ti", "O", "C", "C", "C", "N", "C", "C", "C", "O", "O", "C", "O", "O", "H", "H", "H", "N", "C", "C", "P", "O", "O", "O", "P", "O", "O", "O", "H", "H", "H", "H", "H", "H", "H", "H", "N", "C", "O", "C", "I", "H", "H", "H", "H"], "xyz": [[0.15838, -0.77753, -0.07085], [5.46004, 2.13445, -0.13966], [4.36510, 1.33239, -0.08816], [3.77448, 0.97708, 1.12448], [2.66264, 0.16396, 1.07861], [2.19622, -0.29624, -0.07522], [2.69609, 0.10762, -1.23945], [3.80585, 0.92178, -1.29784], [1.79879, -0.24476, -2.41932], [2.15698, 0.02144, -3.54930], [0.66638, -0.75475, -2.04549], [1.74242, -0.13670, 2.25411], [2.15236, -0.03740, 3.38919], [0.55394, -0.47201, 1.85451], [5.72963, 2.35346, 0.75903], [4.12865, 1.34535, 2.07913], [4.19277, 1.25844, -2.24824], [-2.67845, 1.87814, -1.28028], [-2.59382, 1.80736, 0.24030], [-3.61426, 2.73544, 0.86944], [-2.95402, 0.01872, 0.57345], [-4.37175, 0.00443, -0.26501], [-3.17438, -0.28425, 1.98993], [-1.97236, -0.72212, -0.30769], [-0.84077, 2.33839, 0.54543], [-0.96092, 3.74083, -0.30958], [-0.51641, 2.62180, 1.94555], [-0.06815, 1.39707, -0.35178], [-3.58563, 1.53120, -1.59776], [-1.92892, 1.26668, -1.63652], [-2.50290, 2.83407, -1.59475], [-4.63261, 2.45697, 0.59431], [-3.42746, 3.77450, 0.59264], [-3.51737, 2.64852, 1.95063], [-5.01314, -0.56203, 0.17535], [-0.54607, 4.45606, 0.18269], [-0.93743, -4.59930, 0.74950], [-0.09719, -3.96148, -0.12377], [0.24570, -2.77200, 0.16112], [0.35389, -4.64780, -1.26256], [2.12060, -6.49273, -0.08965], [-1.03180, -4.13302, 1.63856], [-0.81444, -5.59953, 0.80182], [1.01247, -4.12801, -1.93903], [-0.19313, -5.50450, -1.61788]], "forces_ev_per_angstrom": [[-0.768, -0.097, -0.335], [-0.026, -0.019, 0.004], [-0.002, 0.013, 0.024], [0.056, -0.099, -0.080], [0.068, 0.070, -0.114], [-0.090, 0.316, 0.007], [0.036, -0.017, 0.155], [0.059, -0.073, 0.057], [0.095, 0.123, -0.089], [-0.078, -0.096, -0.001], [0.056, 0.103, 0.395], [0.302, -0.026, 0.151], [-0.132, 0.059, -0.029], [0.038, -0.133, -0.312], [0.004, 0.004, -0.016], [0.008, -0.004, 0.006], [0.011, -0.006, -0.003], [0.038, -0.037, -0.010], [-0.021, -0.004, 0.049], [0.011, -0.002, 0.062], [-0.190, 0.073, -0.107], [0.122, -0.073, -0.035], [-0.035, 0.004, 0.017], [0.419, -0.129, 0.230], [-0.054, -0.010, -0.222], [0.109, -0.075, -0.086], [-0.021, 0.051, 0.051], [0.078, -0.241, 0.247], [0.007, -0.014, -0.004], [-0.030, 0.016, -0.059], [0.024, 0.001, 0.003], [-0.003, -0.004, -0.011], [-0.002, 0.003, -0.012], [-0.002, -0.001, -0.004], [-0.029, 0.007, 0.066], [-0.027, 0.029, 0.079], [0.044, 0.035, -0.004], [-0.113, -0.014, 0.100], [0.027, 0.258, -0.080], [0.007, 0.035, -0.096], [0.002, -0.015, 0.011], [-0.003, 0.004, -0.003], [0.008, -0.006, 0.000], [-0.007, 0.002, -0.007], [0.003, -0.011, 0.004]], "s_squared": 2.01, "total_charge": -1, "de_lowest_kj_mol": 84.8, "e_tot_ha": -3325.7565, "multiplicity": 3}



(4)
{"formula": "C11H15N", "method": "ωB97M-V/def2-TZVPD", "symbols": ["C", "C", "C", "C", "C", "C", "C", "C", "C", "N", "H", "H", "H", "H", "H", "H", "H", "H", "H", "C", "C", "H", "H", "H", "H", "H", "H"], "xyz": [[0.89501, -1.42634, 3.42190], [0.61165, -0.65782, 1.01800], [1.36361, -0.63619, 2.26062], [1.48370, 0.03412, 0.13690], [2.50290, 0.09205, 2.16970], [-1.04747, -1.02917, -0.59824], [-0.28715, -0.27183, -1.45157], [-0.62775, -1.18137, 0.75959], [0.96328, 0.26608, -1.17492], [2.53209, 0.59732, 0.81246], [-2.04028, -1.30402, -0.83852], [-0.64065, -0.09864, -2.42192], [-1.19345, -1.68903, 1.46704], [1.42843, 0.81046, -1.94300], [1.64328, -1.49657, 4.18689], [0.62790, -2.39723, 3.07936], [3.40804, 0.35454, 2.79132], [3.43072, 0.56661, 0.42186], [-0.03982, -0.97591, 3.73930], [-2.60535, 1.69171, -2.84608], [-4.02345, 1.68679, -3.28963], [-1.92530, 0.86509, -3.15750], [-2.02510, 2.44693, -3.42420], [-2.61053, 1.88947, -1.78167], [-4.27741, 1.69039, -4.33174], [-4.57448, 0.95484, -2.71088], [-4.30986, 2.79368, -3.20121]], "forces_ev_per_angstrom": [[-0.301, 0.959, -0.404], [4.241, 1.248, 1.961], [-0.529, -0.909, 0.418], [-2.636, 0.056, -1.060], [1.430, 1.152, -1.122], [0.436, 0.714, 0.933], [-0.357, -1.071, 0.243], [-0.569, 0.112, -2.173], [0.921, -0.135, 1.192], [-0.444, -0.460, 1.662], [-0.877, -0.409, -0.597], [-0.484, 0.047, -1.203], [-0.901, -0.834, 1.206], [0.903, 0.751, -0.706], [0.170, 0.040, 0.679], [-0.137, -1.111, -0.227], [-1.503, -0.673, -0.482], [1.181, 0.251, -0.897], [-0.223, 0.046, 0.739], [2.272, 0.042, -1.874], [-0.676, 2.423, -0.157], [-1.317, -0.151, 0.854], [-0.569, 0.427, 0.808], [0.695, -0.140, 0.096], [0.437, -1.261, -0.926], [-0.665, 0.337, -0.059], [-0.501, -1.450, 1.099]], "s_squared": 0.76, "total_charge": -1, "de_lowest_kj_mol": 155.2, "e_tot_ha": -482.8110, "multiplicity": 2}



(5)
{"formula": "C11H15N", "method": "ωB97M-V/def2-TZVPD", "symbols": ["C", "C", "H", "H", "H", "H", "H", "H", "C", "C", "C", "C", "C", "C", "C", "C", "C", "N", "H", "H", "H", "H", "H", "H", "H", "H", "H"], "xyz": [[2.85066, 0.54561, 0.67169], [2.06256, -0.29690, 1.69823], [2.19262, 1.05367, -0.03845], [3.34004, 1.34117, 1.22776], [3.59632, -0.00157, 0.09069], [1.15282, -0.75466, 1.30721], [1.56940, 0.44579, 2.33877], [2.80608, -0.89543, 2.21397], [-1.92592, -2.05546, 1.12280], [-0.19205, 0.16256, -1.29329], [-1.15345, -0.08472, -0.29232], [-1.04377, -1.45612, 0.06440], [-0.00289, -1.99722, -0.65411], [-0.01631, 1.43724, -1.85246], [-0.99104, 2.43681, -1.53761], [-2.06435, 0.94973, 0.07136], [-1.99553, 2.18443, -0.62684], [0.49718, -0.99058, -1.49090], [1.08599, -1.15749, -2.28123], [0.67073, 1.58224, -2.68233], [0.37252, -2.99637, -0.81544], [-0.86846, 3.45053, -1.90225], [-2.84910, 0.86354, 0.81782], [-2.90736, -2.25820, 0.73956], [-1.89889, -1.42592, 2.01370], [-2.76916, 2.89546, -0.35525], [-1.51864, -2.97814, 1.44453]], "forces_ev_per_angstrom": [[-0.588, 0.196, -0.112], [-0.300, 1.615, -0.601], [-0.093, -0.156, 0.016], [0.440, 0.095, -0.044], [-0.053, -0.148, 0.136], [0.676, -0.897, -0.378], [0.537, -0.154, 0.574], [-0.592, -0.492, 0.425], [1.168, 0.447, -0.384], [-0.303, 0.834, 0.353], [-0.075, -0.449, -0.245], [-0.388, 0.560, 0.509], [0.218, -0.485, -0.694], [0.116, -0.002, -0.627], [-0.141, 0.282, 0.251], [-0.437, 0.782, -0.061], [0.209, -0.854, 0.582], [0.107, -0.228, 0.109], [0.160, -0.004, -0.014], [0.090, 0.060, 0.119], [-0.170, -0.084, 0.341], [-0.058, -0.056, -0.310], [0.132, -0.426, -0.042], [-0.792, 0.227, 0.077], [-0.546, 0.207, -0.073], [0.249, 0.387, -0.207], [0.433, -1.259, 0.300]], "s_squared": 0.77, "total_charge": -1, "de_lowest_kj_mol": 29.4, "e_tot_ha": -482.8589, "multiplicity": 2}



(6)
{"formula": "C11H15N", "method": "ωB97M-V/def2-TZVPD", "symbols": ["C", "C", "C", "C", "C", "C", "C", "C", "C", "N", "H", "H", "H", "H", "H", "H", "H", "H", "H", "C", "C", "H", "H", "H", "H", "H", "H"], "xyz": [[3.45950, -0.89635, 2.01158], [0.14943, -0.63006, 0.33881], [1.25835, -0.05536, 1.07239], [2.18104, -1.17326, 1.34748], [1.54813, -2.32260, 0.86193], [-0.95906, 1.44050, 0.13992], [-0.92984, 0.09451, -0.20126], [0.17215, 2.05583, 0.73579], [1.18123, 1.29791, 1.28973], [0.40156, -1.99245, 0.10575], [-1.93971, 1.88284, 0.00125], [-1.60892, -0.56036, -0.69813], [0.02529, 3.13974, 1.02531], [1.89897, 1.79209, 1.94542], [-0.36604, -2.70721, 0.13772], [1.88625, -3.39083, 0.90273], [4.17910, -0.50967, 1.30015], [3.98258, -1.76745, 2.58742], [3.38820, -0.20992, 2.92470], [-3.60660, 0.20442, -3.13590], [-3.34565, 1.72892, -3.15891], [-2.66175, -0.37171, -3.02357], [-4.07723, -0.05934, -2.22560], [-4.21651, -0.04564, -4.02684], [-2.92641, 1.90166, -2.17328], [-4.37890, 2.28743, -3.27514], [-2.64791, 2.09874, -3.95176]], "forces_ev_per_angstrom": [[1.788, -1.206, 3.157], [0.948, 0.207, -0.677], [-1.657, -2.662, -1.599], [-2.379, -0.410, -0.252], [1.352, 0.640, -0.019], [-0.156, -0.779, -0.664], [2.068, -0.698, 1.864], [-2.293, 1.057, 1.094], [1.059, 1.245, 0.370], [-0.289, -0.846, 1.653], [0.479, 0.900, -0.251], [-1.140, 0.462, -0.420], [0.551, -1.372, -0.403], [0.102, -0.039, -0.373], [0.980, 1.301, -0.309], [-0.333, 1.336, -0.027], [0.244, 0.270, 0.043], [-1.042, 0.890, -1.567], [-0.289, -0.295, -1.605], [0.966, 0.571, -1.352], [-1.520, 0.286, -0.196], [-0.398, 0.344, -0.870], [-1.201, -0.112, 0.775], [0.514, -0.530, 0.649], [0.122, 0.871, -0.015], [2.146, -0.933, 0.331], [-0.620, -0.500, 0.662]], "smiles": "Cc1c[nH]c2ccccc12.CC", "de_lowest_kj_mol": 152.8, "e_tot_ha": -482.8570}